Entry 1:
71
Properties=species:S:1:pos:R:3:mulliken_charge:R:1 method="wB97M-V/def2-TZVPD" homo_energy_ev="-3.99 / -3.74" max_force_ev_per_a=1.1 e_above_lowest_ev=1.524 total_charge=-1 e_tot_ev=-154241.5948 multiplicity=2 orbital_gap_ha="0.2407 / 0.2316" s2=1.173
Mn -0.19297 1.01405 -0.06875 0.867
C 0.40062 3.32200 -0.38579 1.037
C -0.89377 3.26550 0.17792 0.924
C -0.79529 2.62176 1.43951 0.367
C 0.55069 2.24929 1.64138 0.116
C 1.29405 2.67055 0.49349 0.980
C 2.77196 2.54429 0.28840 -1.621
C 1.11371 1.64607 2.89829 -1.380
C -1.92127 2.46104 2.41180 -1.390
C -2.17444 3.78753 -0.39582 -1.961
C 0.79436 4.00213 -1.66146 -1.711
H 3.00313 2.47459 -0.77409 0.309
H 3.16790 1.64517 0.76526 0.249
H 3.32104 3.40252 0.69424 0.261
H 0.48341 0.84649 3.29068 0.319
H 1.21292 2.39846 3.68925 0.345
H 2.10533 1.22841 2.72209 0.311
H -2.15549 3.40947 2.90896 0.294
H -1.67370 1.73805 3.19223 0.345
H -2.82613 2.11401 1.90993 0.119
H -2.96076 3.03274 -0.31654 0.224
H -2.06851 4.03749 -1.45179 0.419
H -2.52475 4.68559 0.12515 0.293
H 1.41691 4.88064 -1.45922 0.277
H -0.08140 4.34977 -2.21190 0.379
H 1.35413 3.33394 -2.31319 0.188
C 0.34517 -0.05363 -4.90435 -1.850
C 0.89838 -0.99649 -3.84842 0.901
O 1.75481 -1.95622 -4.50966 -0.651
P 1.96776 -0.08216 -2.69249 0.286
O 3.21956 0.29256 -3.62069 -0.638
O 2.56696 -1.16992 -1.69060 -0.788
O 1.36781 1.09076 -2.04344 -0.354
P -0.47584 -1.79173 -2.91518 0.417
O 0.37237 -3.03988 -2.24945 -0.718
O -1.47396 -2.40227 -3.82113 -0.880
O -0.84266 -0.79568 -1.85992 -0.309
H 1.15699 0.40812 -5.47019 0.397
H -0.24667 0.73128 -4.43347 0.297
H -0.28791 -0.62911 -5.57837 0.398
H 1.68282 -2.77635 -3.99932 0.465
H 3.40822 -0.46111 -4.20461 0.401
H 2.41347 -0.95281 -0.74659 0.493
H 0.97331 -2.70603 -1.56813 0.442
C -4.68026 -0.87936 -0.41599 -1.261
As -2.94194 -0.96331 0.42449 0.864
C -3.24185 -1.15422 2.32560 -1.155
C -2.26360 -2.68335 -0.11145 -0.994
O -2.20526 0.48937 0.16619 -0.576
H -5.32343 -1.67716 -0.04426 0.406
H -4.53685 -0.98886 -1.48972 0.373
H -5.12397 0.09107 -0.20226 0.335
H -3.76874 -2.08471 2.53770 0.445
H -3.81362 -0.30270 2.69048 0.340
H -2.25903 -1.16588 2.79342 0.142
H -2.88417 -3.41287 0.41495 0.516
H -1.22927 -2.78262 0.19523 0.068
H -2.36077 -2.80614 -1.18619 0.276
O 0.00886 -1.43156 1.91974 0.770
B 0.64024 -0.54279 0.96015 0.783
O 2.05175 -0.96058 0.98710 -0.373
C 2.19146 -1.96603 1.88849 0.310
C 3.32236 -2.66790 2.23848 -1.133
C 3.17903 -3.67323 3.19821 -0.591
C 1.94492 -3.95041 3.76818 -0.559
C 0.80170 -3.23477 3.40400 -1.221
C 0.95065 -2.24218 2.45998 0.595
H 4.27725 -2.44505 1.78111 0.515
H 4.04554 -4.24857 3.49847 0.388
H 1.86343 -4.73874 4.50586 0.391
H -0.16668 -3.44836 3.83802 0.475


Entry 2:
8
Properties=species:S:1:pos:R:3:nbo_charge:R:1 method="wB97M-V/def2-TZVPD" homo_energy_ev="-3.13 / -4.26" max_force_ev_per_a=3.9 e_above_lowest_ev=0.327 total_charge=-1 e_tot_ev=-42056.9569 multiplicity=3 orbital_gap_ha="0.2354 / 0.2286" s2=2.010
C -1.43334 0.03906 0.14228 0.241
O 1.60863 0.82679 -1.23666 -0.953
O 2.09546 0.41718 1.22861 -0.949
F -1.80009 0.15460 1.45219 -0.355
S 1.95542 -1.97653 -0.54690 -0.663
S 1.54647 -0.05395 -0.06516 1.587
Cl -1.97675 1.52565 -0.67053 -0.072
H -1.99580 -0.93280 -0.30385 0.163


Entry 3:
17
Properties=species:S:1:pos:R:3:nbo_charge:R:1 method="wB97M-V/def2-TZVPD" homo_energy_ev=-7.86 max_force_ev_per_a=3.9 e_above_lowest_ev=4.069 e_tot_ev=-7756.0147 smiles=CN(C)N(C)N multiplicity=1 orbital_gap_ha=0.3286
C 1.26020 -1.01865 0.44436 -0.452
C 1.45593 1.30451 -0.24190 -0.395
C -1.42755 -0.67607 -1.18111 -0.449
N -1.42721 0.70722 0.95247 -0.712
N 0.63476 0.18285 -0.34572 -0.302
N -0.71012 0.39256 -0.39866 -0.142
H 0.59483 -1.34237 1.17618 0.203
H 1.43679 -1.71350 -0.32695 0.194
H 2.21818 -0.73336 0.86553 0.200
H 1.08649 1.94144 -0.98593 0.205
H 1.50273 1.83756 0.70455 0.162
H 2.60978 1.12429 -0.56453 0.185
H -0.70102 -0.96366 -1.87150 0.220
H -1.52716 -1.59661 -0.68311 0.188
H -2.23003 -0.22577 -1.77725 0.210
H -2.37771 0.55425 0.70362 0.340
H -1.36599 1.74646 1.07943 0.347


Entry 4:
21
Properties=species:S:1:pos:R:3:nbo_charge:R:1 method="wB97M-V/def2-TZVPD" homo_energy_ev=-14.41 max_force_ev_per_a=6.0 e_above_lowest_ev=6.440 total_charge=+1 e_tot_ev=-10411.7562 multiplicity=1 orbital_gap_ha=0.2457
C 1.83365 0.25858 1.30595 -0.631
O -0.86913 -1.43460 1.75525 -0.902
C 1.74874 0.98048 -0.04896 -0.353
C 1.27613 -0.01544 -1.20625 -0.582
C 0.00734 -0.72282 -0.83761 0.530
N -2.05190 0.86245 0.53582 -0.685
C -2.35195 0.41300 -0.62943 0.264
N -1.34328 -0.18951 -1.32473 -0.644
H 2.76381 -0.31934 1.51612 0.241
H 1.56135 1.03947 2.13881 0.253
H 0.96854 -0.44212 1.27767 0.217
H 2.74637 1.48302 -0.30168 0.244
H 0.96414 1.70716 -0.14450 0.218
H 1.26871 0.52609 -2.24569 0.332
H 2.17132 -0.66424 -1.27291 0.277
H -1.33601 -2.30454 1.75510 0.490
H -0.10303 -1.75987 -1.05006 0.199
H -2.77685 1.32459 1.06110 0.391
H -1.35436 -0.86829 1.08053 0.477
H -3.39043 0.66161 -1.19629 0.232
H -1.73315 -0.53569 -2.16823 0.433